[1]
This record from the OMol25 dataset describes a 2-piece molecular cluster, HN2O3 overall. The level of theory is ωB97M-V/def2-TZVPD.

ORCA input file:
```
! RIJCOSX wB97M-V def2-TZVPD def2/J DEFGRID3
* xyz -1 1
N 0.18 0.70 -0.84
N -0.86 0.15 -0.44
O -1.04 -0.66 0.47
O -1.72 0.71 -1.21
O 1.77 -0.41 0.51
H 1.68 -0.49 1.51
*
```

Summary:
E_HOMO (alpha / beta), eV: -4.1 / -4.1
LUMO energy (alpha / beta), eV: 3.32 / 3.32

***

[2]
This record from the OMol25 dataset describes an isolated ion of composition HN2O5S2 and charge -1. The level of theory is ωB97M-V/def2-TZVPD.

ORCA input file:
```
! RIJCOSX wB97M-V def2-TZVPD def2/J DEFGRID3
* xyz -1 1
N -0.97 -2.05 -0.28
N 0.90 -0.30 -1.23
O 0.21 -2.60 -0.44
O -0.92 -1.13 0.53
O -1.94 -2.45 -0.85
O 1.68 -1.15 1.09
O 0.64 0.89 -0.48
S 2.96 -2.37 -1.34
S 1.57 -1.37 -0.32
H -0.33 0.89 -0.26
*
```

Summary:
E_HOMO, eV: -4.9
LUMO energy, eV: 3.44

***

[3]
This record from the OMol25 dataset describes one molecule with the formula HN3O3S. The level of theory is ωB97M-V/def2-TZVPD.

ORCA input file:
```
! RIJCOSX wB97M-V def2-TZVPD def2/J DEFGRID3
* xyz 0 1
N 0.58 -0.80 -0.02
N -1.68 0.06 -0.01
N 0.94 0.88 0.01
O 1.25 1.22 1.09
O 1.60 -1.50 -0.09
O 0.94 1.35 -1.06
S -0.94 -1.28 -0.03
H -2.68 0.06 0.11
*
```

Summary:
E_HOMO (alpha / beta), eV: -8.8 / -9.1
LUMO energy (alpha / beta), eV: -0.48 / -0.85

***

[4]
This record from the OMol25 dataset describes a 2-piece molecular cluster, HN3O4 overall. The level of theory is ωB97M-V/def2-TZVPD.

ORCA input file:
```
! RIJCOSX wB97M-V def2-TZVPD def2/J DEFGRID3
* xyz 0 1
N 0.14 1.10 0.11
N -0.36 0.03 0.05
N 0.90 -1.27 -0.87
O -1.26 -0.73 0.34
O 2.02 -0.98 -1.17
O 0.27 -2.22 -0.76
O -0.54 2.15 0.80
H -1.17 1.92 1.51
*
```

Summary:
E_HOMO (alpha / beta), eV: -10.1 / -10.1
LUMO energy (alpha / beta), eV: -1.42 / -1.39

***

Computed F_max (eV Å⁻¹) in order:
2.9; 2.6; 2.4; 4.7
Computed ΔE to the lowest compared entry with this formula, charge and spin (kcal per mole) in order:
69.29; 50.33; 34.01; 71.75